(w)
21
Properties=species:S:1:pos:R:3:lowdin_charge:R:1 method="wB97M-V/def2-TZVPD" homo_lumo_gap_ev="9.94 / 3.70" homo_energy_ev="-10.16 / -7.82"
C 1.18 0.06 1.24 -0.288
H 1.72 -0.55 1.96 0.078
H -0.63 -1.11 1.12 0.091
H -0.51 -0.08 2.54 0.116
H 0.31 -0.92 -2.74 0.050
Cl -3.27 -0.68 0.00 0.547
H 1.46 1.10 1.40 0.086
H -2.42 1.33 -0.97 0.113
C -0.68 -1.04 -2.31 -0.039
H -1.95 1.31 1.46 0.106
Cl 1.84 2.00 -1.10 0.625
H -0.56 1.81 0.49 0.090
C -0.33 -0.12 1.47 -0.193
Cl 1.60 -2.06 -0.37 0.751
C -1.14 -0.24 -1.44 -0.154
C -1.90 0.49 -0.50 -0.623
C 1.58 -0.36 -0.13 -0.991
H -1.21 -1.92 -2.66 0.072
Cl 4.28 -0.27 0.96 0.200
C -1.18 0.95 0.77 -0.224
N 1.82 0.30 -1.18 -0.413

---

(x)
21
Properties=species:S:1:pos:R:3:lowdin_charge:R:1 method="wB97M-V/def2-TZVPD" homo_lumo_gap_ev=10.32 homo_energy_ev=-9.52
H -2.66 0.51 6.68 0.027
H 0.82 -0.19 -1.26 0.055
H -2.10 1.84 0.62 0.031
C -2.02 1.39 6.59 -1.044
C 2.23 -0.41 -2.79 -0.067
N 0.02 -1.34 -2.85 0.055
Cl 0.24 1.73 0.90 0.498
H 2.92 0.20 -2.23 0.099
Cl -1.77 1.74 4.88 0.538
C 2.52 -1.02 -4.01 -0.089
H -2.59 2.20 7.04 0.026
H 3.51 -0.89 -4.44 0.102
H 1.75 -2.23 -5.60 0.098
C 1.55 -1.78 -4.64 -0.075
C 0.97 -0.65 -2.23 -0.159
C 0.30 -1.88 -4.03 -0.157
H -1.62 1.36 2.28 -0.059
Cl -0.54 1.14 7.50 0.517
H -0.48 -2.46 -4.50 0.100
C -1.43 1.24 1.22 -1.002
Cl -1.63 -0.49 0.88 0.503

---

Most stable one: (x), least stable one: (w).

---

(w)
28
Properties=species:S:1:pos:R:3:lowdin_charge:R:1 method="wB97M-V/def2-TZVPD" homo_lumo_gap_ev=10.42 homo_energy_ev=-9.59
C -0.37 0.67 3.39 -0.158
C -0.14 -0.51 1.24 -0.262
H 0.66 -2.44 1.59 0.124
H -0.36 -1.54 3.21 0.113
H 0.74 0.56 3.58 0.105
C 0.55 -2.38 -0.57 -0.163
H 0.16 -1.80 -1.41 0.028
H 1.72 -0.02 -2.04 0.123
H -0.89 0.02 0.67 0.092
H 1.78 -2.50 -0.64 0.112
H 0.24 0.83 -0.07 -0.009
H -1.69 2.38 -0.63 0.131
C -0.65 -0.56 2.74 -0.313
H 0.91 -0.12 1.06 0.132
C -0.14 2.17 -3.46 -0.168
H -1.07 -2.28 0.71 0.117
N -0.87 2.72 -2.47 0.064
H -0.81 0.89 4.35 0.079
C 0.19 1.21 -0.99 -0.127
C -0.01 -1.98 0.80 -0.279
H -0.49 1.39 2.58 0.079
H 1.52 0.82 -3.88 0.099
C -0.79 2.09 -1.25 -0.109
C 0.93 0.76 -2.00 -0.100
H -1.85 -0.57 2.56 0.156
H 0.35 -3.42 -1.22 0.116
C 0.73 1.17 -3.28 -0.104
H -0.35 2.44 -4.54 0.123

---

(x)
28
Properties=species:S:1:pos:R:3:lowdin_charge:R:1 method="wB97M-V/def2-TZVPD" homo_lumo_gap_ev=9.03 homo_energy_ev=-8.45
H -3.19 -0.25 -1.24 0.103
C 3.53 -0.02 0.76 -0.182
H 0.16 0.31 1.55 0.114
H 0.98 -0.63 -2.19 0.190
H 3.36 2.19 0.31 0.106
H -3.34 -1.61 0.29 0.121
H 1.94 -2.47 -0.48 0.140
C 2.01 0.92 -0.87 -0.123
C -0.83 -0.39 1.62 -0.031
C -2.60 -1.03 -0.52 -0.084
H 0.13 -0.69 -0.92 -0.017
H 1.61 1.95 -1.23 0.151
H -1.77 1.86 0.76 0.067
H 0.04 0.78 -0.32 0.012
N 2.95 -1.15 0.68 0.042
C -2.36 1.07 0.45 -0.162
C -0.46 0.10 -0.81 -0.145
C 1.52 -0.36 -1.14 -0.230
H -1.74 0.06 2.58 0.165
H -3.21 1.05 1.11 0.089
H -0.87 0.47 -1.74 0.138
C 2.95 1.17 0.12 -0.047
C -1.55 -0.08 0.20 -0.664
H -2.11 -1.88 -1.29 0.117
H -0.81 -1.59 1.85 0.106
H 4.47 0.18 1.29 0.100
C 2.10 -1.33 -0.34 -0.159
H -2.90 1.36 -0.47 0.082

---

Most stable one: (w), least stable one: (x).